DFT (the ωB97M-V functional and the def2-TZVPD basis) results for a 3-piece molecular cluster, C4H9N3O overall in a non-equilibrium geometry.

Last column: Löwdin charge in e.
Cartesian coordinates (Å):
C 0.057 0.500 0.178  -0.231
C 1.070 1.600 0.344  -0.074
N 0.659 -0.173 -1.946  -0.085
C 0.392 -0.805 0.215  -0.249
N 0.077 -1.233 -2.590  -0.074
C -1.729 -0.200 2.325  -0.208
N -0.606 0.336 2.275  0.033
O 0.644 -1.917 0.408  0.201
H 1.667 -0.331 -1.927  0.060
H -0.942 0.715 -0.177  0.130
H 0.235 -2.164 -2.202  0.073
H -0.901 -1.065 -2.782  0.073
H 2.033 1.214 0.674  0.087
H 0.709 2.297 1.099  0.073
H 1.195 2.120 -0.607  0.076
H -2.244 -0.672 1.457  0.061
H -2.316 -0.223 3.258  0.055

Summary:
E_tot: -10805.3314 eV
Lowest unoccupied orbital energy (alpha / beta): 0.5 / 0.6 eV
ΔE to the lowest compared entry with this formula, charge and spin: 164.43 kcal per mole
HOMO-LUMO gap (alpha / beta): 7.5 / 7.8 eV
Molar mass: 115.14 g/mol
HOMO level (alpha / beta): -6.994 / -7.133 eV


DFT (the ωB97M-V functional and the def2-TZVPD basis) results for an isolated molecule of C4H4N2 in a non-equilibrium geometry.

Last column: Löwdin charge in e.
Cartesian coordinates (Å):
C 0.914 0.319 -0.195  -0.039
C 0.063 0.720 1.141  -0.027
C 0.535 -0.693 -1.401  -0.070
C -1.202 0.086 0.891  -0.166
N -0.696 -1.040 -1.175  0.013
N -1.485 -0.610 -0.238  0.034
H 1.895 0.741 -0.460  0.035
H 0.587 1.283 1.910  0.074
H 1.274 -1.016 -2.109  0.088
H -1.885 0.211 1.636  0.059

Summary:
E_tot: -7186.1611 eV
Lowest unoccupied orbital energy (alpha / beta): 0.7 / -1.8 eV
Expectation value of S²: 2.037
Multiplicity: 3
ΔE to the lowest compared entry with this formula, charge and spin: 50.59 kcal per mole
HOMO-LUMO gap (alpha / beta): 7.0 / 7.2 eV
Molar mass: 80.09 g/mol
HOMO level (alpha / beta): -6.334 / -9.033 eV


Question: Look up the E_tot of the first one.
Answer: -10805.3314 eV


Question: Which value of molar mass does entry 1 give?
Answer: 115.14 g/mol


Question: Look up the E_tot of the second one.
Answer: -7186.1611 eV


Question: What is the E_tot in the first record?
Answer: -10805.3314 eV